Entry 1:
# C34H78BrN8O7P2

A cluster of 3 separate species, C34H78BrN8O7P2 in total at a distorted geometry (ωB97M-V with the def2-TZVPD basis set, OMol25).

## Properties
Net charge: +1
Highest occupied orbital energy (Ha): -0.35866
E_tot (eV): -151383.3388
HOMO-LUMO gap (eV): 5.71

Element x y z (Å)
H1 -0.22781 -3.01041 3.46327
C1 3.58043 -3.25782 1.49499
H2 5.22801 -1.54004 7.06831
H3 3.85954 -1.62724 2.82936
H4 2.07813 3.78737 0.26122
H5 4.56648 -2.96427 1.13162
P1 -7.53163 2.21502 -2.51256
N1 0.47736 -3.44279 1.06354
H6 3.38041 0.69497 -3.57016
O1 6.66877 -0.42874 3.97137
H7 -6.46514 -1.14300 -2.59860
C2 -9.36575 2.33174 -0.67471
H8 5.09003 0.92994 -3.19445
N2 6.21485 2.39054 5.24041
C3 2.05936 -1.08641 1.78608
H9 2.55273 -0.11414 1.80756
C4 -1.80668 -0.88834 -2.31968
O2 -6.76465 3.38969 -3.01490
N3 -6.37459 0.96764 -2.81211
H10 -7.40381 -0.50672 -3.95416
H11 1.39679 0.70519 -2.56666
C5 4.12504 -0.69805 -2.11893
H12 -3.72458 -1.89816 -4.87546
H13 -0.48425 -1.70099 0.92388
C6 -8.77655 0.03841 -1.22592
H14 3.75068 -4.16674 2.07090
H15 -0.16362 1.63835 -2.54805
H16 4.28022 -1.16626 -0.03762
H17 6.56826 -0.45975 8.25592
C7 8.73262 1.65822 3.21146
C8 -2.66341 2.21393 -5.37310
H18 -1.77158 -1.36760 3.13372
H19 -2.83169 -1.00459 -6.79380
H20 9.81386 1.67915 3.07555
H21 -1.61709 -3.74003 0.95860
H22 -9.91198 3.60498 -4.86779
C9 4.11503 0.69626 -2.76898
H23 -2.77947 -2.34029 2.03944
H24 5.12070 -1.13799 -2.10553
C10 0.02167 0.20174 -0.94650
H25 4.38875 3.47691 5.30211
C11 1.73336 3.19985 -0.55480
H26 1.03106 -4.12415 0.56285
H27 -1.22033 -2.74334 -0.93157
H28 -10.18647 0.63674 -3.64160
H29 -5.38282 0.79152 -0.94782
H30 -8.21903 3.37803 -5.33738
O3 0.88631 0.05470 0.15738
H31 4.35883 1.95129 6.21062
H32 3.35126 0.31971 -0.35978
C12 6.83353 3.28182 6.21189
C13 -8.89855 3.47616 -4.48344
N4 -8.36223 1.43108 -1.27720
C14 -2.14134 -1.02332 -5.94878
O4 -2.20009 1.37859 -6.41668
H33 -10.09371 1.51687 -5.11634
H34 -2.89019 -2.49733 3.81098
C15 3.01195 -2.14615 2.38133
H35 -2.53197 -2.76080 -3.20708
H36 -10.25235 2.43434 -1.30802
H37 -8.76493 0.46534 -4.72677
H38 0.25375 -1.10485 -2.62362
C16 0.29796 -2.22749 0.36816
C17 -0.39378 -1.04549 -1.75199
H39 3.00051 -3.51447 0.61335
H40 -7.98416 -0.59811 -0.82483
H41 -0.87866 0.49499 -5.05627
H42 3.88106 -2.00468 -3.57070
H43 -8.65119 4.38226 -3.94276
H44 10.33636 1.11719 5.30398
H45 1.21619 -0.97910 2.46815
Br1 0.65400 -3.65025 -2.10208
C18 -9.48134 1.16226 -4.28933
H46 6.49902 1.24304 8.03471
H47 -9.60740 -0.06165 -0.53034
H48 -1.45301 -4.26995 3.61062
C19 1.24812 2.30555 -1.19908
C20 5.80801 -1.29475 6.17593
N5 -0.26981 -2.38592 -1.03551
H49 7.59710 3.90786 5.74632
C21 4.74231 2.44536 5.31185
C22 -1.11277 -3.43789 2.99572
H50 -1.93690 2.30272 -4.55633
C23 9.39655 1.63434 5.52231
C24 -2.21389 -2.35240 2.97149
C25 0.64589 1.20657 -1.95693
H51 -1.10071 -2.11490 -3.97592
C26 -2.92038 -1.20185 -4.64050
H52 8.33693 2.65949 2.98156
H53 -5.66442 -0.54763 -4.05232
H54 -9.67560 1.96956 0.30556
H55 -4.77454 2.07869 -2.00498
H56 6.65103 -1.99309 6.11414
C27 6.86558 0.32825 7.56586
H57 5.15550 -1.46037 5.32627
H58 -1.45114 -1.84996 -6.13149
H59 -3.32039 -0.24742 -4.30622
P2 6.72800 0.85181 4.75390
H60 3.87665 1.47875 -2.04985
O5 2.34763 -2.75165 3.50786
H61 9.13423 1.37464 6.54248
H62 9.61188 2.71113 5.48948
H63 6.08247 3.97378 6.58868
H64 -2.56724 -0.98123 -1.54142
C28 -0.76913 -4.01137 1.60577
C29 -6.50083 -0.35901 -3.37147
C30 -2.05008 -1.83098 -3.51931
H65 7.27670 2.78912 7.07225
C31 -1.38180 0.30517 -6.01634
N6 -8.85132 2.29415 -3.61260
H66 -0.59284 0.21910 -6.76698
H67 -0.88661 0.69804 -0.59069
H68 -4.39828 0.40508 -2.37855
H69 -3.59487 1.81572 -4.95852
H70 -8.94303 3.32708 -0.52367
N7 8.38848 1.23735 4.56175
C32 1.46656 -1.22923 0.38758
H71 -0.71203 -5.09544 1.63899
C33 3.52636 -0.70647 -0.67799
H72 -2.84511 3.21647 -5.75085
H73 4.29941 1.95268 4.44263
O6 3.31066 -1.56927 -2.93319
H74 8.32864 0.96024 2.47542
H75 2.08506 -3.63742 3.24878
H76 -1.81463 0.11601 -2.74669
N8 6.26113 0.09900 6.25388
O7 2.34588 -1.49682 -0.65851
C34 -5.18005 1.06441 -1.99707
H77 7.95642 0.31299 7.54832
H78 -9.10178 -0.38040 -2.17627

Results of the Mulliken charge analysis, in e, for atoms 1 through 8: 0.16, -1.76, 0.44, 0.66, 0.45, 0.38, 0.61, 0.52

Entry 2:
# C34H80N2O24Rb2

A structure of composition C34H80N2O24Rb2 at a distorted geometry (ωB97M-V with the def2-TZVPD basis set, OMol25).

## Properties
Highest occupied orbital energy (Ha): -0.28774
E_tot (eV): -89978.8829
HOMO-LUMO gap (eV): 6.27

Element x y z (Å)
H1 -0.81890 6.31999 -5.36661
C1 -1.46058 5.48783 -5.65127
O1 5.47789 4.01857 -1.31374
H2 -1.26684 -0.84228 8.76922
H3 4.34628 -1.42855 1.80489
H4 4.65620 -0.98082 -4.64677
Rb1 -1.49276 -0.08453 4.41161
H5 -3.20217 -0.84902 -5.92931
C2 -2.47173 -0.63177 -5.15057
H6 2.51539 -6.21694 -2.27959
O2 -2.60804 1.43155 -2.29645
H7 1.64267 -4.16409 -5.06610
H8 -1.31089 4.00423 -6.95281
H9 1.27594 -3.36032 5.98443
C3 -2.06678 0.01461 -0.66467
C4 -1.88523 1.26151 -1.30383
C5 2.41151 -1.68960 1.33797
H10 3.39487 -0.25520 -2.40193
C6 3.57398 -0.30743 4.79884
C7 3.80759 -1.37784 0.85079
H11 -0.51816 -3.28412 0.80624
H12 -1.58070 -2.23298 2.01586
H13 -2.82043 -0.68711 -0.98911
C8 1.85921 -2.16870 -4.17898
H14 -2.19523 5.14355 -3.71005
H15 -0.58837 3.97605 -2.97911
H16 -2.36721 3.76006 -4.69099
C9 -0.14713 1.99284 0.36844
C10 -3.12055 -3.13520 2.57056
H17 0.72885 0.62762 -2.53413
H18 4.18987 -2.04008 0.07876
H19 -5.09338 -2.17341 2.02603
O3 -1.84987 -2.57724 2.90481
C11 3.35820 3.14878 -0.58457
H20 -1.20656 0.58191 -6.77899
H21 3.04343 0.07544 -0.20730
H22 2.85415 3.99926 -1.04732
Rb2 1.49075 3.59333 3.15958
H23 -0.73247 -1.10926 -4.42874
H24 0.53851 2.71048 0.77521
H25 5.33147 0.09498 -3.45924
O4 -4.09234 -1.16224 3.52689
H26 0.80558 -5.84631 -2.63579
O5 3.52443 0.68603 -4.28464
C12 1.50898 -3.63524 -4.11990
H27 2.93114 -1.98374 -4.04992
N1 1.07097 -1.37263 -3.23377
H28 -2.94599 -0.90163 -4.20139
H29 1.33954 8.15988 0.71356
O6 0.05055 0.59192 2.22419
H30 2.27531 5.56579 0.03718
O7 3.83210 -0.06059 0.33507
H31 0.44948 -3.71365 -3.82478
H32 1.05482 -1.31109 3.96112
H33 0.66407 -1.79928 0.37772
H34 0.39423 -5.77540 -0.18673
H35 0.89326 -0.98957 6.70039
C13 1.84657 -5.64784 -2.92026
C14 4.67958 2.77717 -1.23344
H36 -6.26136 0.99886 0.40355
O8 3.46409 3.40291 0.86000
C15 -1.47597 -1.83831 8.35682
H37 2.24679 -2.65905 1.82530
H38 2.33719 -2.60601 4.12802
C16 1.77799 -1.80625 4.60599
H39 -1.36092 1.16430 -4.59129
H40 -1.31054 -2.76712 -0.90112
O9 -2.09056 -2.71143 9.27492
O10 -0.43464 4.05611 -3.93493
O11 2.52451 -0.99185 5.44673
H41 2.00802 -0.88131 1.95511
H42 5.40735 0.57410 -5.15718
C17 2.84562 0.41117 -3.07117
H43 1.49460 -1.87550 -5.17104
C18 -6.71391 0.94790 -1.69736
H44 -0.03020 -2.91770 4.77792
C19 -0.19741 -2.39699 7.75052
H45 4.49053 2.53144 -2.27565
H46 3.23394 0.18813 3.88259
H47 -2.23513 -1.74108 7.57233
H48 -2.39152 -3.03365 11.30287
H49 -2.43338 5.79676 -6.04945
H50 1.94737 -6.07192 -3.93063
O12 2.16009 6.50137 -0.15513
H51 -0.25971 6.29650 -0.19238
H52 4.34110 3.77914 0.99840
H53 -3.09434 1.43376 -4.89465
H54 -3.64013 -1.31948 1.55148
O13 0.01000 -4.08343 0.94643
C20 -5.73248 1.01441 -0.55884
C21 -1.25286 -4.69926 -1.05146
O14 -1.24529 -1.33414 -5.22523
H55 1.18459 -1.82291 -2.32639
C22 -0.28331 0.74315 1.02726
C23 1.35243 0.05305 -3.21514
O15 -1.13111 -1.61160 0.66779
O16 1.60615 -1.79432 0.15532
H56 0.90370 -4.29052 -0.90122
C24 -0.90439 2.26720 -0.76214
H57 -0.38277 4.57034 0.58444
C25 -2.21456 0.88015 -5.22012
H58 -5.37685 1.14578 -3.16264
O17 -0.01709 5.13525 1.30340
H59 1.92024 6.92988 1.82834
N2 0.17955 -1.68282 6.51966
H60 -0.74829 -3.11984 10.76191
C26 -1.64539 4.55185 -4.46992
H61 -7.45233 0.19638 -1.40550
C27 0.08831 -4.73387 -0.31840
O18 -6.15053 0.61663 -2.94185
H62 4.38032 -1.02197 4.58951
H63 -2.01211 -5.13668 -0.39864
H64 1.03236 0.40337 -4.20541
H65 -3.01118 -3.70897 1.64413
O19 2.10699 -4.27055 -2.97279
C28 -1.25784 -0.37759 0.39489
H66 4.04765 0.44407 5.43316
C29 4.78668 0.08459 -4.41511
H67 0.61747 -2.23305 8.46624
C30 1.39336 7.08350 0.87565
H68 5.36253 2.06995 -0.76646
H69 -5.22142 0.04335 -0.50305
C31 -0.02379 6.53333 0.84648
O20 -0.86229 3.47367 -1.13907
H70 -3.53477 -3.81746 3.31265
H71 -1.12270 -5.28954 -1.95979
O21 -4.93109 2.18440 -0.47880
O22 -1.70198 -3.42982 -1.48949
O23 -0.79792 4.79033 -6.71502
H72 -0.65635 7.18196 1.45127
H73 2.63133 2.32939 -0.63780
H74 -4.18070 1.90841 -1.03014
H75 5.64216 4.28044 -0.40321
C32 -1.69087 -2.56421 10.61907
H76 2.74420 1.42043 -2.64118
C33 0.74034 -2.55923 5.46080
O24 -1.87741 1.26746 -6.58743
H77 -4.52207 -1.64607 4.23976
H78 -7.29526 1.86533 -1.84605
H79 -1.44763 -1.53544 10.90286
C34 -4.06932 -1.95015 2.32889
H80 -0.30097 -3.44709 7.48131

Results of the Mulliken charge analysis, in e, for atoms 1 through 8: 0.34, -0.64, -0.55, 0.32, 0.40, 0.21, 0.78, 0.42